10
Properties=species:S:1:pos:R:3 method="wB97M-V/def2-TZVPD" homo_lumo_gap_ev="6.3 / 8.2" multiplicity=3 de_lowest_ev=2.2815 e_lumo_ha="0.025 / -0.083" charge=0 e_homo_ev="-5.61 / -10.49"
C 2.61429 -0.35758 0.27829
C -0.99086 -0.83072 0.38398
N -1.77562 0.09306 0.20166
O 3.30384 -1.27478 0.17596
S 1.80288 0.95668 0.28337
H -0.31502 -0.91231 1.31782
H -1.10074 -1.67130 -0.27442
H -1.98014 0.85464 0.90660
H -0.68213 1.29948 -1.34804
H -0.87651 1.84283 -1.92522

65
Properties=species:S:1:pos:R:3 method="wB97M-V/def2-TZVPD" homo_lumo_gap_ev="2.7 / 2.7" de_lowest_ev=3.3793 e_lumo_ha="-0.416 / -0.416" charge=+3 e_homo_ev="-14.02 / -14.02"
Ir -0.03738 1.07550 -0.48447
C -4.09597 4.79954 0.19661
N -3.12487 3.95580 -0.51217
C -3.00191 3.86901 -1.86853
C -1.98146 2.99749 -2.11600
N -1.48822 2.55631 -0.91714
C -2.19189 3.14788 0.04227
P -1.90760 2.91311 1.82406
C -0.10292 3.04965 1.76790
N 0.70522 2.27401 1.04887
C 1.98417 2.72276 1.25713
C 1.94097 3.76923 2.12674
N 0.62702 3.96376 2.44313
C 0.13729 4.99296 3.37128
C -1.95511 1.10194 1.73828
N -1.34423 0.36527 0.80791
C -1.74700 -0.93194 0.97775
C -2.60966 -0.97612 2.02985
N -2.73548 0.30226 2.49451
C -3.52463 0.68499 3.67560
H -4.75019 5.25787 -0.53822
H -3.58405 5.58334 0.74981
H -4.69534 4.19645 0.87374
H -3.63414 4.42410 -2.54093
H -1.58322 2.67744 -3.06307
H 2.84512 2.24659 0.82242
H 2.73038 4.36956 2.54658
H 0.81416 5.84097 3.33342
H 0.10580 4.60132 4.38553
H -0.85516 5.31885 3.07465
H -1.40787 -1.72854 0.34386
H -3.13736 -1.80350 2.47226
H -4.36694 0.00560 3.76418
H -3.89404 1.69979 3.56106
H -2.90946 0.61870 4.57010
C 2.49053 2.26179 -2.24882
O 1.76226 1.07652 -1.82370
C 2.49063 -0.06880 -1.54805
C 3.86462 -0.07396 -1.39292
C 4.50222 -1.27290 -1.09157
Br 6.34837 -1.27693 -0.81915
C 3.78676 -2.44870 -1.00520
C 2.39549 -2.45059 -1.19304
C 1.75097 -1.23739 -1.42753
O 0.34653 -1.13940 -1.54371
C 1.75336 -3.75700 -1.20978
N 2.48979 -4.88723 -1.21515
C 1.62142 -5.88669 -1.29547
C 1.87814 -7.29523 -1.33647
C 0.80028 -8.11800 -1.33630
C -0.52834 -7.59005 -1.32654
C -0.81126 -6.21203 -1.29905
C 0.27192 -5.38463 -1.31773
N 0.42209 -4.00796 -1.25295
H 3.11798 2.01149 -3.10174
H 3.08854 2.65723 -1.43196
H 1.73385 2.98069 -2.54384
H 4.44768 0.82957 -1.49625
H 4.28590 -3.38828 -0.82104
H 0.12586 -0.95568 -2.47192
H 2.89222 -7.66490 -1.40209
H 0.93632 -9.19016 -1.35793
H -1.35836 -8.28481 -1.35400
H -1.83044 -5.85437 -1.25093
H -0.29935 -3.31352 -1.34412

23
Properties=species:S:1:pos:R:3 method="wB97M-V/def2-TZVPD" homo_lumo_gap_ev=10.3 de_lowest_ev=4.0868 e_lumo_ha=-0.270 charge=+2 e_homo_ev=-17.68
C -1.05358 0.93686 -0.49737
C 0.09951 0.44840 0.06161
C -0.69219 2.63309 -2.25781
C 1.14056 -1.73005 -0.40601
C 0.84385 -1.19113 2.33005
N 0.49365 -2.50521 2.57516
N -1.41287 2.22148 -1.01679
N 0.25878 -0.86903 0.42451
H -1.73769 0.05555 -0.77962
H 0.88282 1.12865 0.25962
H 0.38210 2.97304 -2.00992
H -0.61444 1.78249 -2.90016
H -1.22286 3.50142 -2.78474
H 2.25895 -1.42605 -0.32326
H 1.17939 -2.80973 -0.06846
H 0.80732 -1.72011 -1.42554
H 0.12986 -0.38822 2.71395
H 1.81743 -0.93309 2.15655
H -0.28691 -2.80249 3.11610
H 1.10588 -3.18504 2.28367
H -2.45995 2.19887 -1.41089
H -1.30452 3.04599 -0.43265
H -0.61508 -1.36569 0.39200

66
Properties=species:S:1:pos:R:3 method="wB97M-V/def2-TZVPD" homo_lumo_gap_ev=7.1 de_lowest_ev=0.0000 e_lumo_ha=-0.260 charge=+2 e_homo_ev=-14.12
Zr -0.35199 -1.06100 0.70492
S 2.14058 -0.51005 1.14320
C 2.06109 1.05522 1.81263
N 2.91791 1.99541 1.55008
C 2.90274 3.24108 2.33616
C 2.59452 2.89768 3.76666
N 1.31176 2.17652 3.80888
C 0.41818 2.52713 4.93661
C -0.03318 3.96063 4.81554
C 0.23826 4.86556 5.83321
C -0.17333 6.18743 5.71810
C -0.84556 6.60781 4.58155
C -1.11525 5.70574 3.55882
C -0.71372 4.38541 3.67649
C 0.99997 1.34186 2.85842
S -0.51528 0.58467 2.75120
C 3.99919 1.88678 0.54109
C 5.34257 1.83228 1.22182
C 5.66004 0.75896 2.05158
C 6.88787 0.71762 2.69172
C 7.80579 1.74372 2.50130
C 7.49543 2.80997 1.67163
C 6.26195 2.85688 1.03511
H 2.15839 3.92171 1.91633
H 3.88999 3.69059 2.25662
H 2.47792 3.80406 4.35710
H 3.37571 2.27551 4.20976
H 0.99942 2.37919 5.84795
H -0.41130 1.82581 4.93984
H 0.76203 4.53953 6.72448
H 0.03318 6.88623 6.51716
H -1.16480 7.63717 4.49174
H -1.64787 6.03344 2.67602
H -0.94224 3.67863 2.88483
H 3.91738 2.77342 -0.08944
H 3.80161 1.00489 -0.06172
H 4.95631 -0.05622 2.18408
H 7.13701 -0.12021 3.32891
H 8.76686 1.70611 2.99587
H 8.21215 3.60456 1.51552
H 6.02417 3.68756 0.38002
O -0.26889 1.20534 -0.56795
S -0.16212 0.35396 -1.78866
N -0.17109 -1.09414 -1.45128
C 0.46422 -6.40480 0.45444
Si 0.27469 -4.74220 -0.33232
C 1.86293 -4.02885 -0.98060
C -1.13253 -4.65228 -1.53536
Se -0.34969 -3.37231 1.53062
H 0.74567 -7.13412 -0.30996
H -0.46693 -6.73893 0.91288
H 1.24207 -6.40259 1.21875
H 2.25636 -4.66489 -1.77752
H 2.61654 -3.97593 -0.19297
H 1.71045 -3.03298 -1.40098
H -0.91083 -5.31378 -2.37803
H -1.27572 -3.64719 -1.93334
H -2.06445 -4.99531 -1.08374
S -4.76116 0.61579 0.21186
C -4.78346 -1.09335 0.23101
C -3.54300 -1.57179 0.47028
N -2.57760 -0.59193 0.62657
C -3.10952 0.61418 0.51371
H -5.69211 -1.65171 0.07863
H -3.26494 -2.61053 0.55559
H -2.52792 1.51958 0.59809

75
Properties=species:S:1:pos:R:3 method="wB97M-V/def2-TZVPD" homo_lumo_gap_ev=4.4 de_lowest_ev=0.0000 e_lumo_ha=-0.211 charge=+1 e_homo_ev=-10.13
F -3.03613 7.89332 -2.97719
C -2.80287 6.57773 -2.84342
C -1.56575 6.05598 -3.18080
F -0.59582 6.86442 -3.63634
C -1.32985 4.69501 -3.05588
F -0.12360 4.20689 -3.40110
C -2.33060 3.86497 -2.58984
Si -1.98878 2.05352 -2.38822
C -0.68568 1.54106 -3.60501
C 0.47377 0.91262 -3.19848
F 0.69403 0.63304 -1.90117
C 1.38878 0.48014 -4.14676
F 2.49337 -0.17704 -3.75886
C 1.13341 0.67309 -5.49422
F 1.98442 0.18946 -6.41326
C -0.03363 1.30186 -5.89497
F -0.32118 1.41495 -7.20088
C -0.94808 1.73506 -4.94585
F -2.13092 2.23505 -5.35023
C -1.46635 1.68608 -0.64435
C -0.71893 2.61722 0.04927
F -0.44669 3.82293 -0.48214
C -0.26245 2.32503 1.32628
F 0.46138 3.23156 2.00149
C -0.56372 1.10502 1.90701
F -0.12687 0.82383 3.14572
C -1.31545 0.17573 1.20730
F -1.62612 -0.99880 1.77700
C -1.75795 0.46070 -0.07791
F -2.43308 -0.48167 -0.76266
O -3.40706 1.22613 -2.71531
C -3.49710 0.25538 -3.67921
C -2.68597 -0.80213 -3.88296
C -3.12741 -1.60114 -5.07005
C -4.53945 -1.09044 -5.41188
C -4.61862 0.26145 -4.68048
C -3.56492 4.37892 -2.24636
F -4.54846 3.58629 -1.78037
C -3.80235 5.74006 -2.37758
F -5.00628 6.24295 -2.06277
H -1.87994 -1.06011 -3.21745
H -2.44575 -1.41064 -5.90674
H -3.09829 -2.67830 -4.86864
H -4.70404 -0.99044 -6.49194
H -5.29839 -1.78052 -5.02384
H -5.57131 0.41958 -4.16358
H -4.47949 1.10215 -5.36868
C 3.71121 -1.77376 3.72676
C 4.93167 -2.31114 3.22049
C 5.65146 -1.63095 2.22450
C 6.82388 -2.14824 1.72471
C 7.31944 -3.34959 2.20210
C 6.63284 -4.03367 3.18820
C 5.45954 -3.52680 3.69033
C 2.91415 -2.42048 4.64361
C 1.74108 -1.90464 5.15031
C 0.94220 -2.56501 6.13298
C -0.27342 -2.00245 6.55971
C -1.04490 -2.62912 7.51034
C -0.63473 -3.82688 8.06777
C 0.55640 -4.39997 7.66592
C 1.33358 -3.78432 6.71596
H 3.39976 -0.80675 3.37354
H 5.27144 -0.69707 1.84812
H 7.36326 -1.61692 0.95729
H 8.24030 -3.75253 1.81149
H 7.01745 -4.96694 3.56766
H 4.95179 -4.07189 4.46399
H 3.21463 -3.39794 4.96907
H 1.40518 -0.95045 4.78247
H -0.59901 -1.07238 6.12637
H -1.97493 -2.18612 7.82427
H -1.23927 -4.31392 8.81432
H 0.88116 -5.33329 8.09627
H 2.26002 -4.24474 6.42475

111
Properties=species:S:1:pos:R:3 method="wB97M-V/def2-TZVPD" homo_lumo_gap_ev=2.3 e_lumo_ha=-0.023 charge=-1 e_homo_ev=-2.95
Tl 0.37569 -1.24189 0.36571
C -1.76817 -4.42185 3.67649
C -1.52768 -3.53450 2.47922
N -0.91070 -2.39971 2.58524
N -0.26740 -2.02658 3.62650
C -0.00736 -0.88703 4.17956
N 1.28380 -0.74061 4.65656
S -1.16184 0.28407 4.61107
C -2.00402 -3.91296 1.17406
C -2.94041 -4.95203 1.01086
C -3.36328 -5.29161 -0.25502
C -2.85733 -4.60068 -1.34823
C -1.94882 -3.57902 -1.10061
N -1.53387 -3.25120 0.10469
H -1.23337 -3.99464 4.52179
H -1.40437 -5.43449 3.50604
H -2.82900 -4.45410 3.92934
H 1.96406 -1.10935 3.99597
H 1.47991 0.19928 4.96735
H -3.33262 -5.47409 1.86983
H -4.08073 -6.09148 -0.39779
H -3.14863 -4.85707 -2.35713
H -1.53434 -3.00212 -1.91555
O 1.70458 1.69057 0.03666
S 3.12760 2.01767 0.20170
C 3.60238 1.22258 1.80849
C 5.09026 1.08190 2.08272
C 5.74087 -0.19640 1.53737
C 5.28868 -1.49361 2.19813
S 3.70459 -2.19558 1.38443
O 2.69313 -1.52689 2.24476
C 3.97898 -3.78386 2.18802
C 5.04091 -4.60885 1.85944
C 5.21762 -5.79332 2.55460
C 4.33556 -6.14516 3.56405
C 3.25480 -5.33059 3.85945
C 3.07308 -4.15121 3.16198
C 4.05943 0.95974 -0.95174
C 3.50126 -0.19793 -1.45894
C 4.24113 -0.98972 -2.32040
C 5.51948 -0.60516 -2.68542
C 6.05977 0.58015 -2.20842
C 5.32721 1.37107 -1.34049
H 3.08139 0.26462 1.83964
H 3.14460 1.88655 2.54468
H 5.24004 1.09426 3.16782
H 5.62124 1.94905 1.67226
H 6.82445 -0.08745 1.67091
H 5.55493 -0.29191 0.46936
H 5.08984 -1.36379 3.25980
H 6.04890 -2.25777 2.06053
H 5.70915 -4.34071 1.05540
H 6.04839 -6.44518 2.31039
H 4.48703 -7.06702 4.11126
H 2.54996 -5.61196 4.63054
H 2.22906 -3.50150 3.34100
H 2.49045 -0.47140 -1.20087
H 3.81975 -1.90922 -2.68786
H 6.09784 -1.22586 -3.35323
H 7.05078 0.88575 -2.51614
H 5.74304 2.29172 -0.95511
F -3.63307 3.83999 1.65619
C -3.36201 3.46499 0.36753
C -2.78974 2.24335 0.12277
C -2.56165 1.83411 -1.19681
C -2.03879 0.47863 -1.44042
O -2.10586 -0.37768 -0.56420
C -1.52292 0.28829 -2.78552
C -1.85533 1.16694 -3.74516
N -2.62816 2.29862 -3.54309
C -3.12510 3.01437 -4.67171
C -4.61355 3.13418 -4.86811
C -3.80859 2.23777 -5.75671
C -2.88534 2.70225 -2.25880
C -3.45473 3.94817 -1.97949
C -3.70331 4.33876 -0.66302
N -4.32268 5.61582 -0.44477
C -3.87324 6.36475 0.70491
C -4.28717 7.82251 0.51484
N -5.77384 7.85934 0.41539
C -6.23510 7.04881 -0.74486
C -5.76355 5.60917 -0.54136
C -0.59094 -0.90995 -3.18623
O -0.83483 -1.40427 -4.28835
O 0.31466 -1.19464 -2.38825
H -2.51543 1.58254 0.92930
H -1.53232 1.00952 -4.76385
H -2.51556 3.86474 -4.97267
H -5.00569 4.05476 -5.27931
H -5.25431 2.67145 -4.13257
H -3.64678 2.53283 -6.78204
H -3.90303 1.17336 -5.61194
H -3.70434 4.63197 -2.77442
H -2.78786 6.28834 0.75905
H -4.28561 6.00517 1.66301
H -3.87427 8.21819 -0.41324
H -3.96445 8.43280 1.35836
H -6.11335 8.82354 0.34762
H -6.15250 7.42987 1.27108
H -5.77211 7.45534 -1.64428
H -7.32117 7.10810 -0.82576
H -6.04834 5.00590 -1.40396
H -6.25823 5.18367 0.35164
C 1.67563 -4.20177 -2.01325
S 2.68115 -4.27116 -0.50828
O 2.63895 -5.64457 -0.04415
O 4.02684 -3.80760 -0.84016
O 2.01609 -3.32582 0.42251
H 2.18105 -4.75545 -2.79408
H 1.52074 -3.16288 -2.28021
H 0.72809 -4.65700 -1.75591

97
Properties=species:S:1:pos:R:3 method="wB97M-V/def2-TZVPD" homo_lumo_gap_ev=5.5 de_lowest_ev=1.0595 e_lumo_ha=-0.320 charge=+3 e_homo_ev=-14.21
Hf 0.31610 -0.18237 -0.16027
C 3.19600 -0.66847 1.11403
C 3.31730 0.44063 0.06133
N 2.08620 1.26773 -0.00887
C 1.99740 2.33713 1.01223
C 1.58950 1.87253 2.40993
S 0.19870 0.66643 2.44363
C 0.95330 -0.81707 3.20273
C 1.30870 -1.89717 2.18023
N 1.88940 -1.33627 0.94543
H 3.29020 -0.25897 2.12003
H 4.02530 -1.37187 0.97103
H 3.46190 -0.02397 -0.92227
H 4.19760 1.05663 0.28253
H 2.13930 1.76283 -0.90187
H 1.26260 3.06453 0.65513
H 2.95970 2.85673 1.11003
H 1.21910 2.73883 2.95913
H 2.42100 1.46093 2.97583
H 0.20230 -1.20557 3.89153
H 1.80370 -0.49587 3.80053
H 0.39280 -2.43407 1.89883
H 1.99140 -2.61407 2.65703
H 2.03970 -2.12597 0.29083
N -1.37670 1.33733 -0.07797
C -1.78500 1.69763 -1.42337
C -2.94330 2.39063 -1.70007
C -3.30380 2.66423 -3.02497
C -2.51540 2.24343 -4.06587
C -1.30090 1.56783 -3.81937
C -0.41590 1.14463 -4.83377
C 0.75320 0.50033 -4.48687
C 1.03630 0.26813 -3.14507
N 0.23210 0.65053 -2.14807
C -0.93450 1.28913 -2.47197
H -2.12690 0.76433 0.34123
H -1.36740 2.18663 0.51923
H -3.58010 2.72433 -0.89317
H -4.21660 3.20403 -3.22257
H -2.80880 2.43573 -5.08567
H -0.66110 1.33173 -5.86737
H 1.45550 0.16953 -5.23537
H 1.94480 -0.25257 -2.85547
Cl -2.77510 -0.26587 2.21733
C -3.93660 -1.53177 2.61633
Cl -3.08920 -3.03297 3.04003
H -4.56590 -1.70627 1.74413
H -4.51880 -1.18267 3.46983
C 5.28140 -3.54597 -3.87057
C 4.18040 -3.62607 -2.86027
C 4.47020 -3.50877 -1.50407
C 3.49180 -3.69067 -0.54107
C 2.19070 -3.98937 -0.91527
C 1.87450 -4.07117 -2.27027
N 0.60880 -4.47347 -2.70227
C -0.59030 -4.53277 -2.07397
C -1.44220 -5.59717 -2.44227
C -2.63230 -5.83457 -1.81087
C -3.07190 -4.98787 -0.78107
C -2.33130 -3.88927 -0.46867
C -1.09090 -3.60317 -1.11057
C -0.51580 -2.34967 -0.80007
O 0.56770 -1.84787 -1.30147
O -1.06380 -1.53047 0.06383
C 2.86150 -3.87637 -3.24897
C 2.48330 -3.98137 -4.69397
H 6.24650 -3.44937 -3.38227
H 5.16030 -2.69847 -4.54637
H 5.29770 -4.45417 -4.47157
H 5.48810 -3.32037 -1.19917
H 3.76550 -3.68067 0.50553
H 1.44630 -4.25607 -0.17967
H 0.65790 -5.06067 -3.52907
H -1.10360 -6.27917 -3.20747
H -3.22610 -6.68777 -2.09547
H -3.99040 -5.20487 -0.26227
H -2.64850 -3.20017 0.29543
H 1.52090 -3.50107 -4.86937
H 2.41660 -5.02727 -5.00237
H 3.22550 -3.51107 -5.32997
C -3.09930 5.29843 2.54073
Te -1.99270 3.46293 2.85243
C -1.28310 4.48353 4.63183
C -2.12120 5.70953 4.80293
C -2.02080 6.46393 5.96603
C -2.79420 7.59883 6.12473
C -3.67430 7.98883 5.12253
C -3.77610 7.24343 3.96223
C -3.00000 6.10223 3.79653
H -4.13510 5.06603 2.30313
H -2.67040 5.84183 1.69863
H -0.23070 4.74833 4.52273
H -1.38050 3.81593 5.48503
H -1.34260 6.16033 6.74873
H -2.71830 8.17683 7.03213
H -4.28490 8.86883 5.24973
H -4.46300 7.54643 3.18623

27
Properties=species:S:1:pos:R:3 method="wB97M-V/def2-TZVPD" homo_lumo_gap_ev=7.3 de_lowest_ev=0.0684 e_lumo_ha=-0.194 charge=+1 e_homo_ev=-12.59
Ir 0.23559 -0.42699 0.04673
N 1.95144 0.77458 -0.30879
C 1.51750 1.93090 -1.13182
C 0.28463 1.58555 -1.93878
O -0.00446 2.09441 -2.98193
N -0.49766 0.61849 -1.29921
C -1.90583 0.39529 -1.60797
C -2.36874 -0.89710 -0.95881
O -3.41637 -1.41228 -1.22866
O -1.54933 -1.35139 -0.02074
H 2.58258 0.19461 -0.85804
H 2.49217 1.10330 0.48487
H 1.22390 2.73540 -0.45644
H 2.30245 2.29458 -1.79024
H -2.49963 1.19161 -1.14691
H -2.08842 0.42381 -2.67987
C -2.70641 -3.29021 2.57679
N -1.41906 -2.61236 2.46428
C -1.27330 -1.32018 2.59307
N -2.25571 -0.54843 3.01456
S 0.30915 -0.57445 2.25449
H -2.56142 -4.34279 2.35840
H -3.40627 -2.87338 1.84966
H -3.09882 -3.19935 3.59003
H -0.63488 -3.11624 2.08056
H -3.18299 -0.90619 3.18533
H -2.10258 0.44121 3.10905